# 1
2
Properties=species:S:1:pos:R:3:forces:R:3:lowdin_charge:R:1 method="wB97M-V/def2-TZVPD" smiles=N#N energy_ha=-109.5525 e_above_lowest_kj_mol=0.2 charge=0 homo_lumo_gap_ev=16.783
N 0.0000 0.0000 0.5474 0.0000 0.0000 -0.8552 0.000
N 0.0000 0.0000 -0.5474 0.0000 0.0000 0.8552 0.000

***

# 2
4
Properties=species:S:1:pos:R:3:forces:R:3:lowdin_charge:R:1 method="wB97M-V/def2-TZVPD" smiles="O=NN=O" energy_ha=-259.8112 e_above_lowest_kj_mol=100.1 charge=0 homo_lumo_gap_ev="7.665 / 7.666"
N 0.8847 0.5271 -0.1565 0.8847 -4.3347 0.9105 0.017
N -0.8134 0.4238 0.1406 -2.0389 -0.3723 -0.0374 -0.016
O 1.3530 -0.5395 0.1559 -1.1476 3.3084 -1.0900 -0.029
O -1.4125 -0.5442 -0.1482 2.3018 1.3986 0.2168 0.028

***

# 3
5
Properties=species:S:1:pos:R:3:forces:R:3:lowdin_charge:R:1 method="wB97M-V/def2-TZVPD" smiles="N#[N+][O-].O=S" energy_ha=-658.0545 e_above_lowest_kj_mol=405.7 charge=0 homo_lumo_gap_ev="7.810 / 7.785"
N 0.1018 -2.2028 -0.4457 -0.4313 -0.8837 -0.7635 0.230
N 0.6840 -1.4139 0.0699 -0.6582 -0.4169 -0.0126 -0.324
O -0.4147 2.3599 -0.5198 -1.0497 -0.4668 0.6518 -0.692
O 1.2350 -0.5809 0.6625 1.0844 1.3137 0.7787 0.087
S -1.6062 1.8377 0.2331 1.0548 0.4538 -0.6544 0.699